Entry 1:
Here is an isolated ion of composition C22H20N3 and charge +1 in a non-equilibrium geometry from the Open Molecules 2025 dataset. Energies are from ωB97M-V/def2-TZVPD.

Structure (XYZ):
```
45
Properties=species:S:1:pos:R:3:forces:R:3:mulliken_charge:R:1
C 0.133279 2.019666 -1.827472 -0.028 -0.146 -0.387 -0.9468
C -0.153409 2.132776 -0.383527 -0.164 0.250 0.552 0.5002
N 0.109401 3.250743 0.280267 -0.009 0.296 0.269 0.0122
C -0.307565 3.131246 1.612123 0.213 0.824 -0.429 0.3286
C -0.250407 4.078777 2.621999 -0.157 -0.081 0.656 -1.0206
C -0.691539 3.677433 3.891784 0.091 0.031 -0.646 -0.4272
C -1.163758 2.364416 4.080905 0.018 -0.391 -0.621 -1.0124
C -1.237913 1.436770 3.018960 -0.077 0.294 0.684 -0.4891
C -0.835838 1.867154 1.751517 0.091 -0.798 -0.232 0.9171
N -0.729065 1.251911 0.452532 0.040 1.126 0.451 0.6629
C -1.305626 0.025326 -0.079439 0.778 -1.756 -1.107 -0.4178
C -2.112833 -0.793553 0.895953 -0.710 -0.023 0.478 -1.4704
N -0.228680 -0.777759 -0.666211 -0.254 0.591 0.513 0.8419
C -0.270339 -1.358223 -1.936465 0.370 -0.141 -0.134 0.5068
C -1.207783 -1.217270 -2.956893 0.158 -0.272 -0.314 -0.4183
C -1.004478 -1.978156 -4.120722 0.255 0.033 0.301 -0.8337
C 0.116807 -2.819774 -4.257364 0.110 0.096 0.081 -0.7152
C 1.077623 -2.910018 -3.244117 -0.321 0.299 -0.224 -0.4783
C 0.879055 -2.168394 -2.084690 -0.559 0.031 -0.365 0.1464
C 1.603734 -2.111393 -0.846457 -0.094 0.024 0.797 0.1599
C 2.705246 -2.823704 -0.398314 0.121 0.345 0.354 -0.5272
C 3.087824 -2.678936 0.937971 0.030 0.147 -0.029 -0.7047
C 2.333598 -1.891771 1.824431 -0.411 0.165 -0.318 -0.8822
C 1.180583 -1.207969 1.395071 0.466 -0.050 0.091 -0.2371
C 0.872393 -1.283688 0.044851 -0.188 -0.636 -0.654 0.4313
H -0.087807 1.025722 -2.214522 0.075 0.237 -0.018 -0.0262
H -0.469412 2.764843 -2.369941 0.231 -0.207 0.125 0.4305
H 1.199966 2.227672 -1.998297 -0.320 -0.047 0.014 0.3881
H 0.513359 4.079812 -0.145151 -0.075 -0.301 0.162 0.2909
H 0.108090 5.081620 2.387250 -0.030 -0.257 0.327 0.4128
H -0.671471 4.373882 4.735972 0.007 -0.283 -0.414 0.3970
H -1.485598 2.058045 5.079832 0.130 0.038 -0.427 0.4053
H -1.575851 0.417394 3.195251 0.035 0.618 0.203 0.4164
H -1.954767 0.287270 -0.923007 0.160 0.120 0.216 0.2374
H -3.158479 -0.477946 0.823211 0.101 -0.117 0.328 0.3971
H -2.056407 -1.856481 0.635842 0.012 0.339 -0.115 0.3684
H -1.774976 -0.694608 1.925126 -0.095 -0.255 -0.367 0.2639
H -2.062305 -0.549395 -2.853932 0.058 -0.270 -0.137 0.3830
H -1.725414 -1.925288 -4.938039 0.200 0.037 0.285 0.3999
H 0.244652 -3.394385 -5.177112 -0.076 0.193 0.317 0.3838
H 1.978000 -3.519763 -3.327869 -0.353 0.042 -0.177 0.4174
H 3.234101 -3.456873 -1.105881 0.083 0.003 0.317 0.4113
H 3.985614 -3.173792 1.306651 -0.290 0.036 -0.087 0.3859
H 2.625414 -1.815658 2.870543 -0.033 -0.092 -0.249 0.4167
H 0.532983 -0.667679 2.087379 0.409 -0.090 -0.069 0.2943
```
Positions in Å, forces in eV/Å.

Properties
ΔE to the lowest compared entry with this formula, charge and spin: 0.000 eV
SMILES: Cc1[nH+]c2ccccc2n1[C@H](C)n1c2ccccc2c2ccccc21
Total charge: +1

Entry 2:
Here is a single C3H6N2O molecule in a non-equilibrium geometry from the Open Molecules 2025 dataset. Energies are from ωB97M-V/def2-TZVPD.

Structure (XYZ):
```
12
Properties=species:S:1:pos:R:3:forces:R:3:mulliken_charge:R:1
N 1.214474 1.329591 -0.152311 -1.043 1.114 0.806 -0.5323
N 0.947700 -0.038859 0.220801 1.138 1.211 1.044 -0.1721
C 0.434072 -0.840563 -0.819661 -0.773 -0.434 2.651 -0.4238
C -0.403596 -0.603440 0.486433 0.312 -0.314 -1.528 0.0114
C -1.768938 0.003580 0.410126 -1.545 0.252 2.296 -0.0987
O -2.359359 0.584918 -0.463204 1.151 0.053 -0.820 -0.4600
H 0.371412 1.765134 -0.645234 1.363 -0.542 1.089 0.2431
H 1.534051 1.946082 0.696831 -1.216 -1.980 -2.023 0.2545
H 0.729477 -1.876246 -0.868769 0.579 0.123 -0.613 0.2196
H 0.196636 -0.232109 -1.625435 -0.842 0.308 -1.914 0.3289
H -0.273663 -1.432164 1.190978 -0.508 0.544 0.000 0.3591
H -2.420157 -0.095930 1.383960 1.384 -0.334 -0.988 0.2705
```
Positions in Å, forces in eV/Å.

Properties
ΔE to the lowest compared entry with this formula, charge and spin: 4.208 eV
SMILES: NN1C[C@@H]1C=O

Entry 3:
Here is C52H50Br2LaN8OSSe as an isolated structure in a non-equilibrium geometry from the Open Molecules 2025 dataset. Energies are from ωB97M-V/def2-TZVPD.

Structure (XYZ):
```
116
Properties=species:S:1:pos:R:3:forces:R:3:mulliken_charge:R:1
La -16.579819 -2.170894 12.094879 -0.242 -0.742 -0.564 1.5757
C -18.337807 -1.209887 7.844157 -0.126 -0.210 0.212 -0.5660
C -19.614657 -1.079024 8.708187 -0.085 -0.793 -0.094 -0.5790
C -19.568161 -1.695924 10.159408 0.170 0.209 -0.593 -0.5859
N -18.557318 -2.702503 10.361495 0.389 -0.741 -0.257 1.2178
C -18.703484 -3.882357 9.778699 0.374 0.822 0.261 -0.6053
C -19.921971 -4.270574 9.154893 -0.519 -0.199 0.204 -0.5084
C -20.289989 -5.327413 8.337854 0.101 -0.323 -0.278 -0.5894
C -19.503438 -6.302659 7.717268 0.426 0.623 0.682 -0.7556
C -18.143070 -6.458167 8.004051 -0.480 -0.480 -0.062 -0.5681
C -17.339741 -5.871851 8.955278 0.501 0.399 0.312 -0.9559
C -17.523259 -4.803539 9.902114 -0.101 0.123 0.130 0.9671
N -16.671545 -4.507772 10.860182 -0.617 0.099 -0.283 1.1853
C -15.634032 -5.462062 11.199961 -0.018 -0.280 -0.069 -1.0439
C -14.287390 -5.191379 10.518115 -0.054 0.094 0.018 -0.6676
C -13.595344 -3.965174 11.120714 0.415 -0.092 0.020 -1.2305
N -14.317238 -2.742803 10.816452 -0.060 0.373 0.207 0.9746
C -13.842366 -1.901541 9.962593 0.468 -0.059 -0.049 0.5129
C -12.682447 -2.177074 9.120415 -0.255 1.021 0.098 -1.4528
C -11.720933 -1.319165 8.667406 0.227 0.195 -0.049 -0.3642
C -11.635411 0.094380 8.773485 -0.326 -0.456 0.448 -0.6793
C -12.713650 0.880031 9.124637 0.690 0.524 -0.450 -0.7311
C -14.043455 0.566691 9.395193 -0.263 0.167 -0.146 -0.0600
C -14.638168 -0.654992 9.737349 -0.702 -0.259 0.223 0.3864
N -15.932781 -0.844503 9.997810 0.638 -0.257 0.030 0.3949
C -16.887886 0.116190 9.536148 -0.440 -0.303 -0.049 0.7944
C -17.306168 -0.116394 8.074289 0.199 0.512 0.140 -1.4762
H -18.626812 -1.119338 6.794643 -0.123 -0.182 -0.043 0.3819
H -17.907801 -2.212734 7.970825 -0.046 0.273 0.017 0.2551
H -20.431957 -1.589122 8.159632 0.363 0.281 0.250 0.4182
H -19.892379 -0.027553 8.792847 -0.072 0.124 0.014 0.4835
H -20.558028 -2.074299 10.390298 -0.385 0.006 0.158 0.5835
H -19.384231 -0.909483 10.885375 -0.028 0.217 0.115 -0.7425
H -20.768478 -3.654559 9.472193 0.274 -0.172 -0.242 0.2264
H -21.359510 -5.398447 8.124462 0.184 0.184 0.004 0.3061
H -19.945811 -6.989347 7.015139 -0.180 -0.039 -0.088 0.3332
H -17.662168 -7.263541 7.445235 0.069 0.208 0.034 0.2855
H -16.324585 -6.249571 8.963711 -0.027 -0.098 -0.032 0.1934
H -15.985009 -6.487074 10.986625 0.193 0.218 0.183 0.7921
H -15.464458 -5.391481 12.288554 -0.111 -0.133 -0.235 -0.5234
H -14.410695 -5.076708 9.435977 -0.095 0.174 0.040 0.3775
H -13.646004 -6.062675 10.641508 0.141 -0.130 0.211 0.4634
H -12.544128 -3.899312 10.783782 -0.360 -0.094 0.183 0.7884
H -13.581689 -4.070595 12.222674 -0.017 0.026 -0.393 -0.0776
H -12.563294 -3.195988 8.846682 0.136 -0.781 -0.072 0.4994
H -10.877005 -1.794064 8.160358 -0.187 0.031 0.053 0.3286
H -10.674429 0.559662 8.564818 -0.265 -0.006 -0.086 0.3394
H -12.529234 1.961550 9.088552 0.017 -0.315 0.044 0.2957
H -14.688089 1.451673 9.391008 0.096 -0.438 0.108 0.1991
H -16.533033 1.134142 9.651229 -0.052 0.475 -0.013 0.5216
H -17.786829 0.017408 10.174267 0.310 0.174 -0.344 -1.5786
H -16.401897 -0.267771 7.461478 -0.216 -0.106 0.234 0.3424
H -17.742546 0.822441 7.713837 -0.064 0.069 -0.003 0.4137
N -19.235812 1.978904 14.631651 0.379 -0.754 -0.289 -0.0280
C -19.683732 3.102675 13.922499 0.194 -0.053 0.249 -0.5341
C -20.222085 4.166812 14.626791 -0.207 0.674 -0.543 -0.6082
C -20.613885 5.339283 13.960762 0.178 -0.564 0.026 -0.5370
C -20.482956 5.401196 12.575310 -0.120 0.073 0.253 -0.6854
C -19.971891 4.311640 11.865766 0.190 -0.144 0.728 -0.6510
C -19.539165 3.168063 12.538690 -0.088 0.371 -0.171 0.8690
S -18.701645 1.879097 11.647168 -0.204 0.074 0.431 0.1978
N -18.491610 0.640749 12.807657 0.171 -0.250 0.019 -0.1087
C -18.720901 0.812662 14.049585 -0.440 0.811 0.140 0.3849
C -18.478899 -0.265171 15.057208 -0.156 -0.280 0.611 -0.1353
C -19.376701 -0.433671 16.121717 0.612 -0.051 -0.330 -0.5359
C -19.048165 -1.311645 17.148471 -0.066 0.040 -0.223 -0.8508
C -17.881046 -2.042755 17.049092 0.357 0.307 -0.423 -0.9791
C -17.092522 -1.889589 15.896701 -0.348 0.525 0.315 -0.7530
N -17.361387 -0.983792 14.946549 -0.104 -0.288 -0.127 0.5603
H -19.172229 2.034074 15.638310 -0.079 0.039 -0.257 0.3241
H -20.307436 4.114480 15.700605 -0.015 -0.101 0.183 0.4074
H -21.006249 6.167285 14.554422 0.113 -0.184 -0.349 0.3565
H -20.763100 6.306270 12.045260 -0.003 -0.143 0.019 0.3651
H -19.839782 4.378670 10.800819 -0.022 -0.013 -0.294 0.4627
H -20.304200 0.104896 16.144698 -0.257 0.210 -0.011 0.6143
H -19.729571 -1.402093 17.989487 0.186 -0.131 -0.043 0.4017
H -17.551336 -2.706346 17.833449 -0.063 -0.153 -0.019 0.4726
H -16.176742 -2.449209 15.760387 -0.101 -0.126 -0.011 0.7787
Br -13.101177 -3.695179 16.081389 0.092 0.417 -0.036 -0.2201
C -13.284382 -1.892230 15.466723 -0.035 0.218 0.510 0.1355
C -12.647664 -0.837204 16.172654 -0.100 -0.731 -0.783 -0.5003
C -12.804292 0.462973 15.789408 -0.167 -0.286 0.081 0.0628
Br -11.895098 1.790397 16.782097 0.057 0.273 0.050 -0.2779
C -13.645587 0.799209 14.694470 0.071 -0.058 0.271 0.7091
C -13.959964 2.118809 14.279033 0.507 -0.113 0.469 -1.0610
C -14.722389 2.335292 13.188367 -0.396 0.075 -0.526 -1.6022
C -15.206859 1.207149 12.509052 -0.122 0.068 0.212 -0.0218
N -15.048273 -0.021127 12.922567 0.201 -0.252 0.087 0.9464
C -14.265107 -0.264761 14.003131 -0.208 -0.281 0.011 -0.4367
C -14.165305 -1.679561 14.411942 0.326 0.884 0.045 -0.5882
O -14.853749 -2.586691 13.843785 -0.196 0.010 -0.338 0.7003
H -11.982357 -1.119335 16.969889 0.054 0.135 0.255 0.4507
H -13.595478 2.980544 14.807153 0.318 0.008 0.392 0.3210
H -14.976169 3.348242 12.863909 0.106 -0.440 -0.003 0.5174
H -15.778545 1.326738 11.623688 -0.509 0.114 -0.675 0.4857
C -17.609397 -10.077021 13.672721 -0.075 0.138 -0.303 -1.5046
C -17.852772 -8.574628 13.675859 -0.334 -0.043 -0.288 0.5806
C -18.974503 -7.986392 13.081210 0.278 0.324 0.403 -1.2068
C -19.226239 -6.608233 13.136659 -0.418 -0.223 -0.084 0.8591
C -20.515596 -6.069979 12.541505 0.294 -0.232 0.161 -1.4803
C -18.325459 -5.752213 13.785855 0.357 -0.306 -0.120 0.3086
Se -18.637303 -3.875103 13.862109 -0.084 0.271 0.187 -0.1230
C -17.193413 -6.324327 14.393806 0.011 -0.511 -0.206 0.9880
C -16.212575 -5.484290 15.156136 0.350 0.034 0.369 -0.9813
C -16.978787 -7.717560 14.309593 -0.061 1.047 0.379 -1.1480
H -18.248317 -10.574438 12.930643 0.061 0.097 0.239 0.3562
H -17.791818 -10.529999 14.652828 -0.140 0.104 -0.065 0.2974
H -16.574630 -10.330670 13.415987 -0.076 0.196 -0.011 0.3417
H -19.706002 -8.609901 12.604396 -0.266 -0.297 -0.284 0.3018
H -21.023271 -6.849174 11.977238 -0.007 -0.028 -0.193 0.3458
H -20.334157 -5.198282 11.920802 0.117 -0.005 -0.246 0.0531
H -21.207231 -5.718359 13.307508 0.077 -0.031 0.261 0.3081
H -15.600743 -4.808458 14.545748 -0.168 -0.196 -0.098 -0.0773
H -15.530307 -6.113021 15.742070 -0.044 0.020 -0.177 0.4358
H -16.720197 -4.821461 15.861347 -0.158 -0.058 -0.034 0.0797
H -16.117897 -8.111655 14.823730 0.312 -0.167 0.067 0.3600
```
Positions in Å, forces in eV/Å.

Properties
ΔE to the lowest compared entry with this formula, charge and spin: 0.000 eV
Total charge: -1